{
  "formula": "C40H80O20S10",
  "method": "wB97M-V/def2-TZVPD",
  "elements": ["O", "S", "O", "C", "C", "C", "C", "H", "H", "H", "H", "H", "H", "H", "H", "O", "S", "O", "C", "C", "C", "C", "H", "H", "H", "H", "H", "H", "H", "H", "O", "S", "O", "C", "C", "C", "C", "H", "H", "H", "H", "H", "H", "H", "H", "O", "S", "O", "C", "C", "C", "C", "H", "H", "H", "H", "H", "H", "H", "H", "O", "S", "O", "C", "C", "C", "C", "H", "H", "H", "H", "H", "H", "H", "H", "O", "S", "O", "C", "C", "C", "C", "H", "H", "H", "H", "H", "H", "H", "H", "O", "S", "O", "C", "C", "C", "C", "H", "H", "H", "H", "H", "H", "H", "H", "O", "S", "O", "C", "C", "C", "C", "H", "H", "H", "H", "H", "H", "H", "H", "O", "S", "O", "C", "C", "C", "C", "H", "H", "H", "H", "H", "H", "H", "H", "O", "S", "O", "C", "C", "C", "C", "H", "H", "H", "H", "H", "H", "H", "H"],
  "positions_angstrom": [[-6.23808, 0.50719, 8.80321], [-5.52631, -0.75053, 8.54169], [-5.52320, -1.77969, 9.61595], [-6.19882, -1.45601, 6.96735], [-5.06062, -1.60020, 5.94807], [-3.96471, -0.51284, 6.23186], [-3.85941, -0.57651, 7.79559], [-6.89832, -0.64137, 6.77986], [-6.87061, -2.31371, 7.00115], [-4.77716, -2.64546, 6.07134], [-5.21894, -1.54082, 4.87126], [-4.24506, 0.52193, 6.03495], [-3.01550, -0.69203, 5.72691], [-3.17960, 0.09149, 8.32451], [-3.36075, -1.53765, 7.92069], [6.45549, -4.12173, 7.32587], [5.96423, -3.84638, 6.00014], [5.25773, -2.57401, 5.80655], [7.30645, -4.23760, 4.79378], [7.26756, -5.80836, 4.55060], [5.79412, -6.32623, 4.67192], [4.87000, -5.28630, 5.43713], [8.25596, -3.74668, 5.00713], [6.88869, -3.79057, 3.89171], [7.59279, -6.18154, 3.57949], [7.93338, -6.24698, 5.29382], [5.78068, -7.28532, 5.18965], [5.39106, -6.42334, 3.66384], [4.19991, -5.57023, 6.24857], [4.34784, -4.79484, 4.61621], [2.38960, 0.42310, -2.01519], [1.99758, 0.63017, -0.62528], [2.35452, 1.88038, 0.08936], [0.25734, 0.17294, -0.45247], [0.27172, -1.34359, -0.15368], [1.42729, -1.80563, 0.78784], [2.65011, -0.86365, 0.25764], [-0.30600, 0.74786, -1.18746], [-0.12361, 0.71932, 0.41034], [-0.67969, -1.81142, 0.09943], [0.55934, -1.92613, -1.02890], [1.60352, -2.86971, 0.63048], [1.24178, -1.58083, 1.83815], [3.18549, -1.46525, -0.47690], [3.34750, -0.61691, 1.05817], [-0.74537, 5.50155, 4.48808], [-0.59950, 6.34771, 5.65829], [-1.06093, 5.82590, 6.94388], [1.14535, 6.59743, 5.74400], [1.18674, 8.08121, 6.05822], [0.20406, 8.83678, 5.24673], [-1.10222, 8.07668, 5.35796], [1.48724, 6.41368, 4.72545], [1.58756, 5.94014, 6.49269], [1.02296, 8.17163, 7.13205], [2.19130, 8.46103, 5.87199], [0.59489, 8.79477, 4.23008], [0.20746, 9.89679, 5.50063], [-1.73671, 8.13163, 4.47337], [-1.65758, 8.40868, 6.23514], [-5.70729, -5.11918, -2.93780], [-6.57907, -5.61877, -1.86740], [-6.25679, -5.46702, -0.46798], [-8.39329, -5.22577, -2.08123], [-9.18907, -6.52290, -2.03012], [-8.27917, -7.57815, -1.47519], [-6.89354, -7.35171, -2.07055], [-8.38863, -4.94939, -3.13561], [-8.62426, -4.47290, -1.32760], [-10.04000, -6.51290, -1.34901], [-9.52886, -7.04501, -2.92457], [-8.67009, -8.58894, -1.59173], [-8.25829, -7.36404, -0.40663], [-6.91081, -7.41285, -3.15870], [-6.01293, -7.85266, -1.66847], [0.10923, -7.65818, -6.97683], [0.24807, -8.45657, -5.78978], [-0.71930, -9.52744, -5.39623], [2.04319, -9.09544, -5.55399], [2.20089, -8.83169, -4.01612], [1.68542, -7.38650, -3.78335], [0.26649, -7.30247, -4.35586], [2.70238, -8.52538, -6.20867], [2.04203, -10.12660, -5.90728], [1.57364, -9.51079, -3.43864], [3.26871, -8.87195, -3.80103], [2.44161, -6.66874, -4.10130], [1.68848, -7.15880, -2.71741], [0.07314, -6.27027, -4.64789], [-0.58732, -7.41858, -3.68832], [13.23418, 0.90212, -0.64229], [11.86470, 0.73989, -0.15977], [11.52880, 0.96845, 1.25313], [10.69280, 1.75138, -1.11316], [9.47940, 0.82759, -1.27093], [9.87439, -0.64303, -1.36415], [11.25335, -0.91108, -0.68554], [11.23936, 1.99457, -2.02435], [10.56565, 2.74777, -0.68993], [8.80786, 0.97166, -0.42453], [8.92599, 0.98485, -2.19673], [9.96553, -0.89208, -2.42139], [9.09373, -1.22971, -0.87992], [11.92510, -1.31557, -1.44265], [11.34275, -1.57843, 0.17165], [-7.09189, 5.96987, 3.17858], [-8.04797, 5.33152, 2.26495], [-9.42032, 5.88871, 2.15043], [-7.44696, 5.36051, 0.49293], [-6.48208, 4.15222, 0.42308], [-7.16242, 2.95774, 1.12606], [-7.95097, 3.49493, 2.36121], [-7.07179, 6.35503, 0.25153], [-8.44087, 5.19569, 0.07691], [-6.06034, 3.89747, -0.54921], [-5.66004, 4.51779, 1.03848], [-6.31012, 2.34739, 1.42462], [-7.68647, 2.45710, 0.31192], [-7.35327, 3.33435, 3.25846], [-8.96025, 3.08434, 2.33154], [-2.10201, 1.04580, -8.73005], [-0.82514, 0.83537, -8.06506], [-0.34793, 1.61490, -6.95777], [-0.43961, -0.89823, -7.80678], [-0.18364, -1.49352, -9.13910], [0.69273, -0.55943, -9.95166], [0.30124, 0.93755, -9.51880], [-1.26639, -1.44389, -7.35202], [0.40333, -0.82857, -7.11924], [0.27945, -2.43427, -8.84141], [-1.05869, -1.86594, -9.67174], [0.57011, -0.82378, -11.00199], [1.71249, -0.81901, -9.66744], [-0.21440, 1.59572, -10.21809], [1.10416, 1.55599, -9.11764], [-1.55549, 8.01702, -2.03606], [-0.64179, 9.15620, -1.87200], [-0.80376, 10.02085, -0.69983], [1.09315, 8.39340, -1.91651], [1.92203, 9.41343, -2.60117], [1.12042, 9.96720, -3.82567], [-0.38452, 10.21301, -3.34497], [1.03439, 7.44522, -2.45093], [1.30503, 8.15024, -0.87531], [2.01285, 10.29619, -1.96825], [2.86471, 8.99077, -2.94875], [1.16636, 9.09162, -4.47322], [1.66979, 10.82221, -4.21971], [-1.12970, 9.99315, -4.10947], [-0.52213, 11.22937, -2.97596]],
  "forces_ev_per_a": [[1.38, -1.36, -0.55], [-0.66, -1.75, 0.83], [0.36, 1.88, -1.84], [-0.93, 1.45, -0.59], [0.54, 0.57, -0.15], [-0.93, -0.08, 2.18], [1.22, -0.78, -0.33], [0.11, 0.25, -0.62], [0.57, -0.29, 0.74], [1.07, 0.16, 0.18], [-1.17, 0.16, 0.10], [-0.53, -0.21, -0.74], [-0.03, -0.21, 0.28], [-0.56, 0.60, -0.15], [-0.45, -0.38, 0.68], [0.20, -0.14, 0.01], [-0.91, -0.63, 0.21], [1.14, -1.59, -0.47], [-1.46, -0.70, -1.36], [-0.25, 0.81, 1.17], [-0.20, 0.86, 1.43], [1.62, 1.17, -1.43], [-0.16, -0.31, 0.37], [0.18, 0.32, -0.19], [0.43, 0.76, -0.06], [-0.24, -0.23, 0.08], [-0.01, -0.02, -0.24], [-0.05, -0.23, 0.18], [0.34, -0.17, -0.12], [-0.63, 0.09, 0.43], [-0.39, 0.54, 0.86], [1.19, 0.09, 0.83], [-0.84, -2.23, -1.33], [0.22, 0.63, 1.61], [0.15, -1.19, -1.03], [0.47, 3.03, -0.74], [-0.78, -1.50, 0.75], [0.03, -1.15, -0.96], [0.43, -0.15, 0.67], [-0.21, 0.61, 0.33], [-0.26, 0.47, -0.73], [0.19, 0.22, 0.11], [-0.03, -0.13, -0.02], [0.04, 0.42, -0.23], [-0.20, 0.36, -0.09], [-0.97, 0.61, 0.07], [0.13, -2.51, 0.30], [-0.08, 1.10, -1.00], [-0.28, 1.08, -0.31], [2.34, -0.17, 1.54], [0.20, -0.04, -1.05], [-0.51, 0.16, 0.21], [0.22, -0.22, 0.17], [-0.10, 0.10, -0.18], [-0.19, 0.29, 0.13], [0.10, 0.09, 0.12], [-0.31, 0.02, -0.33], [-0.51, -0.12, 0.21], [0.04, -0.21, 0.10], [-0.10, -0.21, 0.00], [-1.26, -0.24, 1.43], [-0.55, -0.80, -0.24], [0.34, 0.80, 0.00], [0.86, -0.04, -1.49], [-0.33, -1.23, 0.71], [1.19, -0.39, 1.60], [0.20, 0.09, -0.76], [-0.29, 1.12, 0.27], [-0.21, 0.05, -0.45], [-0.14, 0.53, -0.19], [-0.17, 1.40, -0.84], [0.16, 0.04, -0.20], [0.53, -0.44, 0.27], [0.00, -0.62, -0.16], [-0.31, -0.27, 0.07], [-0.05, -0.49, -0.46], [-0.88, -1.06, 2.24], [2.07, 1.81, -1.30], [-1.97, 0.38, 0.59], [0.23, 0.75, -1.50], [0.13, -0.85, 1.22], [0.64, 1.26, -0.41], [-0.11, 0.30, 0.27], [-0.11, -0.03, 0.37], [0.39, -0.26, -0.05], [-0.16, -0.37, 0.45], [-0.43, 0.13, -0.98], [-0.32, -0.33, 0.25], [0.18, -0.09, -0.93], [0.39, -1.14, 0.24], [-1.22, 0.00, 0.55], [0.43, 0.39, 0.93], [0.51, -0.57, -1.51], [0.75, -0.50, -0.70], [-0.35, 0.60, -0.05], [0.82, -0.51, 0.85], [-0.05, 0.64, -0.60], [-0.16, -0.53, -0.43], [-0.33, -0.44, 0.70], [0.01, 0.12, -0.06], [-0.11, 0.69, 0.21], [-0.09, -0.31, 0.17], [0.04, -0.17, -0.34], [0.28, 0.35, 0.15], [-0.54, 0.24, 0.12], [-1.09, -1.26, -0.78], [-0.31, 2.09, -1.85], [1.89, -1.39, 0.90], [-0.49, -0.88, 1.09], [-0.21, 1.61, 0.75], [1.17, 1.27, -0.46], [0.25, -0.17, -0.71], [0.09, -0.21, 0.07], [0.23, -0.01, -0.72], [-0.35, 0.11, -0.06], [0.44, -0.32, -0.01], [-0.43, -0.45, 0.25], [-0.72, -0.25, 0.69], [-0.54, -0.30, 0.15], [0.09, 0.16, 0.68], [-0.12, -0.22, 1.39], [0.31, -0.44, -2.87], [-0.39, 0.16, 0.19], [-1.65, 0.59, 1.08], [0.25, -1.32, 0.11], [-0.22, 0.86, 0.45], [0.69, -0.38, 0.57], [-0.02, 0.37, 0.45], [0.19, -0.38, -0.19], [0.67, -0.17, -0.63], [-0.41, 0.71, 0.16], [0.06, 0.64, -0.06], [0.19, 0.59, -0.14], [-0.13, -0.58, -0.26], [0.57, -0.42, -0.27], [0.61, 1.75, -0.27], [0.71, -1.89, 0.83], [0.29, -0.66, -1.35], [-1.72, 0.03, 0.62], [-0.35, 1.40, -0.31], [-0.66, -1.58, 1.28], [1.18, 0.08, -0.31], [-0.30, 0.12, -0.19], [0.21, 0.29, -0.01], [0.77, -0.23, 0.43], [0.15, 0.36, 0.23], [-0.41, 0.49, -0.81], [-0.56, 0.00, -0.22], [0.09, -0.12, 0.14], [-0.01, -0.05, -0.05]],
  "orbital_gap_ev": 9.761,
  "fmax_ev_per_a": 3.2,
  "energy_ev": -192069.0771,
  "relative_energy_kcal_mol": 162.2,
  "smiles": "O=S1(=O)CCCC1.O=S1(=O)CCCC1.O=S1(=O)CCCC1.O=S1(=O)CCCC1.O=S1(=O)CCCC1.O=S1(=O)CCCC1.O=S1(=O)CCCC1.O=S1(=O)CCCC1.O=S1(=O)CCCC1.O=S1(=O)CCCC1"
}